{"formula": "CH3F3N2OS", "method": "ωB97M-V with the def2-TZVPD basis set", "multiplicity": 3, "relative_energy_ev": 0.000, "s2": 2.01, "species": ["C", "N", "N", "O", "F", "F", "F", "S", "H", "H", "H"], "coordinates": [[1.1378, -0.4215, 1.4349], [-0.8498, -0.2744, -2.0225], [-0.4684, 0.8564, -1.3805], [-1.0149, 1.0390, 2.0968], [2.1988, -0.3700, 0.6281], [1.5072, -1.0509, 2.5177], [0.1472, -1.1292, 0.7909], [0.3667, 1.2578, 1.6676], [0.0053, -0.8392, -2.2429], [-1.2404, 1.4050, -1.2357], [-1.7895, -0.4730, -2.2544]]}



{"formula": "C13H6Cl2FO6S2", "method": "ωB97M-V with the def2-TZVPD basis set", "multiplicity": 1, "charge": -1, "species": ["Cl", "C", "C", "C", "O", "C", "Cl", "C", "C", "O", "H", "H", "F", "C", "S", "O", "O", "C", "C", "C", "C", "C", "C", "S", "O", "O", "H", "H", "H", "H"], "coordinates": [[4.4638, 3.4625, 1.8025], [2.7627, 3.3393, 1.7099], [1.9588, 4.3853, 2.0037], [0.4912, 4.3004, 1.9982], [-0.2422, 5.2509, 2.2568], [-0.0390, 2.9369, 1.5980], [-1.7295, 2.7658, 1.7287], [0.7615, 1.9849, 1.1226], [2.1968, 1.9906, 1.3388], [2.8850, 0.9689, 1.2474], [2.4029, 5.3432, 2.2510], [0.2990, 1.0221, 0.5168], [0.4101, 1.0488, -1.5774], [0.0444, 0.2923, -0.5102], [1.0023, -1.2522, -0.3855], [2.1537, -1.2296, -1.2486], [1.0777, -1.5422, 1.0221], [-0.2398, -2.3391, -1.1145], [-1.5209, -1.8175, -1.1788], [-2.6108, -2.6177, -1.5095], [-2.3863, -3.9611, -1.8086], [-1.0877, -4.4905, -1.7706], [-0.0077, -3.6805, -1.4086], [-1.7186, -0.1515, -0.5434], [-2.1325, -0.2616, 0.8352], [-2.4411, 0.6441, -1.5053], [-3.6062, -2.1781, -1.4966], [-3.2370, -4.6018, -2.0426], [-0.9166, -5.5445, -1.9974], [1.0059, -4.0681, -1.3343]]}



{"formula": "C4H5Cl11", "method": "ωB97M-V with the def2-TZVPD basis set", "multiplicity": 1, "smiles": "ClC(Cl)Cl.ClC(Cl)Cl.ClC(Cl)Cl.ClCCl", "relative_energy_ev": 0.221, "species": ["Cl", "C", "Cl", "Cl", "H", "Cl", "C", "Cl", "Cl", "H", "Cl", "C", "Cl", "Cl", "H", "Cl", "C", "Cl", "H", "H"], "coordinates": [[2.8438, 5.0706, 2.7911], [3.2039, 4.4198, 1.1888], [4.9407, 3.9647, 0.9814], [2.7292, 5.5959, -0.1004], [2.6354, 3.5114, 0.9897], [-1.8591, -0.9794, 3.5099], [-2.0107, -1.0842, 1.7603], [-1.0254, 0.0878, 0.8779], [-3.7278, -0.9335, 1.2115], [-1.5704, -1.9953, 1.3549], [2.5803, -1.8188, -0.5876], [1.6669, -0.4946, -1.3538], [2.0108, -0.3544, -3.0693], [2.0073, 1.1110, -0.6313], [0.6237, -0.8031, -1.2859], [-1.9080, -1.8523, -2.0455], [-3.1340, -3.0742, -1.5770], [-2.5695, -4.3093, -0.4479], [-3.9303, -2.5223, -1.0776], [-3.5068, -3.5397, -2.4894]]}



{"formula": "C17H36N2O19", "method": "ωB97M-V with the def2-TZVPD basis set", "multiplicity": 1, "smiles": "C[N+](=O)[O-].C[N+](=O)[O-].COC(=O)OC.COC(=O)OC.COC(=O)OC.COC(=O)OC.COC(=O)OC", "relative_energy_ev": 8.743, "species": ["C", "N", "O", "O", "H", "H", "H", "C", "N", "O", "O", "H", "H", "H", "C", "O", "C", "O", "O", "C", "H", "H", "H", "H", "H", "H", "C", "O", "C", "O", "O", "C", "H", "H", "H", "H", "H", "H", "C", "O", "C", "O", "O", "C", "H", "H", "H", "H", "H", "H", "C", "O", "C", "O", "O", "C", "H", "H", "H", "H", "H", "H", "C", "O", "C", "O", "O", "C", "H", "H", "H", "H", "H", "H"], "coordinates": [[-3.6735, 2.9289, -0.2081], [-4.7816, 2.0500, -0.6371], [-4.7168, 0.8993, -0.2988], [-5.7933, 2.5509, -1.1834], [-2.8008, 2.3481, 0.0902], [-4.0954, 3.5858, 0.5526], [-3.3776, 3.4991, -1.0887], [1.4274, -2.7064, 1.0544], [2.7738, -3.1189, 1.5478], [3.5431, -2.2656, 2.0246], [3.0264, -4.3085, 1.4028], [1.5638, -1.8887, 0.3466], [0.8907, -2.2296, 1.8746], [0.8005, -3.4878, 0.6248], [1.9089, 0.3367, -0.5175], [0.5385, 0.0416, -0.4008], [-0.1817, 0.5042, 0.6813], [0.2413, 1.2952, 1.4939], [-1.4000, 0.0156, 0.5474], [-2.4550, 0.3128, 1.3820], [2.5523, -0.0179, 0.2877], [2.1081, 1.4077, -0.4788], [2.1739, -0.0579, -1.4984], [-3.2939, -0.3529, 1.1789], [-2.8660, 1.3165, 1.2735], [-2.1582, 0.2028, 2.4250], [-1.4540, 1.7828, 3.9329], [-0.6299, 0.6394, 4.1714], [-1.1321, -0.6645, 4.2133], [-2.2563, -1.0424, 3.8935], [-0.2141, -1.4687, 4.8013], [-0.4896, -2.8519, 4.8114], [-0.9842, 2.2971, 3.0945], [-1.3500, 2.5517, 4.6984], [-2.4856, 1.5349, 3.6830], [0.3363, -3.3507, 4.3042], [-1.3705, -3.1634, 4.2502], [-0.5815, -3.2727, 5.8127], [3.9252, -1.0986, -4.7235], [3.5984, -0.8568, -3.3879], [4.0516, 0.2648, -2.7779], [4.8974, 0.9926, -3.2727], [3.6038, 0.2694, -1.4693], [3.9301, 1.4249, -0.7124], [4.9396, -0.7298, -4.8756], [3.2981, -0.7509, -5.5444], [3.8860, -2.1836, -4.8203], [3.7400, 2.3165, -1.3099], [4.9972, 1.3854, -0.4941], [3.2906, 1.4097, 0.1702], [-1.2053, -1.4645, -1.3660], [-1.1940, -2.7148, -2.0711], [-0.7633, -3.8390, -1.5057], [-0.2883, -3.8968, -0.3603], [-0.7611, -4.7920, -2.4417], [-0.4523, -6.1502, -2.0074], [-0.2148, -1.0096, -1.3717], [-1.7448, -1.3729, -0.4233], [-1.7582, -0.8548, -2.0806], [-1.2204, -6.4848, -1.3102], [0.5758, -6.3340, -1.6954], [-0.5229, -6.7458, -2.9175], [-0.8381, 4.1201, -3.3367], [-0.1476, 3.9903, -2.1290], [-0.7585, 4.0746, -0.9186], [-1.9974, 4.0694, -0.7525], [0.1967, 3.9782, 0.0393], [-0.2715, 3.6905, 1.3958], [-0.2283, 4.3883, -4.1994], [-1.5193, 4.9630, -3.2200], [-1.1635, 3.1448, -3.6987], [-0.9363, 2.8320, 1.4915], [-0.7919, 4.5568, 1.8044], [0.5040, 3.5552, 2.1496]]}



{"formula": "F6H16O8P", "method": "ωB97M-V with the def2-TZVPD basis set", "multiplicity": 1, "charge": -1, "relative_energy_ev": 1.234, "species": ["P", "F", "F", "F", "F", "F", "F", "O", "H", "H", "O", "H", "H", "O", "H", "H", "O", "H", "H", "O", "H", "H", "O", "H", "H", "O", "H", "H", "O", "H", "H"], "coordinates": [[-0.5453, 0.7215, 0.8057], [0.4967, 0.3696, 2.0026], [-0.0844, -0.5991, -0.0280], [-1.6153, -0.2761, 1.4420], [-1.5267, 1.0477, -0.3623], [-1.1180, 1.9973, 1.7075], [0.7371, 1.5993, 0.1020], [-3.0621, -3.7669, 0.6812], [-2.8419, -3.0678, 1.2967], [-2.3670, -3.7356, 0.0238], [-5.6235, 1.8197, 0.0227], [-4.7448, 2.0722, 0.3063], [-5.7219, 0.9160, 0.3223], [4.3862, -1.0415, -2.9141], [3.7312, -0.7068, -2.3016], [5.0376, -1.4698, -2.3586], [1.8761, 3.8375, 3.4611], [1.3957, 3.3134, 2.8201], [2.0168, 4.6786, 3.0262], [-0.5648, -2.2406, 4.4038], [0.3786, -2.1016, 4.4865], [-0.8490, -1.5853, 3.7667], [5.3452, 2.2541, 0.6089], [5.8790, 2.8883, 0.1303], [4.4701, 2.6417, 0.6265], [-1.7918, 0.6082, -4.2058], [-1.2541, -0.1785, -4.2973], [-1.8878, 0.7245, -3.2605], [-0.3486, -3.3593, -3.9709], [0.4091, -3.6797, -3.4815], [-0.2123, -3.6810, -4.8620]]}



{"formula": "C4H9NO", "method": "ωB97M-V with the def2-TZVPD basis set", "multiplicity": 1, "smiles": "[NH3+][O-].CC1=CC1", "relative_energy_ev": 7.006, "species": ["N", "O", "H", "H", "H", "C", "C", "C", "C", "H", "H", "H", "H", "H", "H"], "coordinates": [[2.4635, -0.2200, 0.0308], [2.5314, -0.7732, 1.2874], [2.9954, -0.8211, -0.6742], [1.4828, 0.1034, -0.0549], [3.0905, 0.5635, 0.0988], [-0.5815, 1.9354, 0.0861], [-1.2004, 0.6321, 0.0670], [-1.1646, -0.6790, 0.0477], [-2.3329, -0.1014, -0.6002], [0.5519, 1.8202, 0.1690], [-0.8540, 2.3385, 1.0229], [-0.9714, 2.5923, -0.7591], [-0.8971, -1.6693, 0.1878], [-3.3100, -0.0463, -0.0725], [-2.4273, -0.0364, -1.6983]]}



{"formula": "C26H55BBrO11S", "method": "ωB97M-V with the def2-TZVPD basis set", "multiplicity": 1, "charge": 1, "species": ["C", "C", "O", "C", "C", "O", "C", "S", "Br", "B", "O", "O", "H", "H", "H", "H", "H", "H", "H", "H", "H", "H", "H", "H", "H", "C", "C", "O", "C", "H", "H", "H", "H", "H", "H", "C", "C", "O", "C", "H", "H", "H", "H", "H", "H", "C", "C", "O", "C", "H", "H", "H", "H", "H", "H", "C", "C", "O", "C", "H", "H", "H", "H", "H", "H", "C", "C", "O", "C", "H", "H", "H", "H", "H", "H", "C", "C", "O", "C", "H", "H", "H", "H", "H", "H", "C", "C", "O", "C", "H", "H", "H", "H", "H", "H"], "coordinates": [[1.8048, 0.5855, 1.5886], [1.1475, 0.4763, 0.1213], [1.0489, 1.7407, -0.5487], [-0.2523, 2.2890, -0.5036], [-0.4199, 3.2083, 0.7859], [-0.7225, 2.3951, 1.9373], [-2.0879, 2.2606, 2.1518], [-2.6158, 0.4593, 2.1464], [-4.4519, 0.4579, 3.4267], [-3.2593, -0.0653, 0.4501], [-4.3810, 0.5010, -0.1812], [-2.6024, -1.0960, -0.2223], [2.5739, -0.1857, 1.7789], [0.9378, 0.4329, 2.2906], [2.1789, 1.6262, 1.7618], [0.1650, -0.0699, 0.2045], [1.8526, -0.1512, -0.4741], [-1.0675, 1.5178, -0.4548], [-0.4222, 2.8856, -1.4364], [0.5923, 3.6499, 0.9585], [-1.1743, 4.0062, 0.5777], [-2.2998, 2.6178, 3.1958], [-2.7412, 2.8542, 1.4695], [-4.2014, 1.4551, -0.2267], [-1.7238, -1.2451, 0.1665], [-0.1393, -3.4203, -4.7033], [0.1247, -2.8130, -3.3540], [1.2044, -2.9220, -2.8110], [-1.0053, -2.0617, -2.6986], [0.7565, -3.9273, -5.0524], [-0.9494, -4.1501, -4.6299], [-0.3995, -2.6398, -5.4193], [-1.8528, -2.7307, -2.5374], [-1.3045, -1.2188, -3.3240], [-0.6699, -1.6805, -1.7341], [5.3090, 1.4318, -1.5931], [5.0296, 0.7331, -0.2921], [3.9898, 0.1319, -0.1064], [6.0905, 0.8079, 0.7729], [4.4618, 1.2957, -2.2659], [5.4505, 2.5000, -1.4164], [6.1994, 1.0073, -2.0597], [6.2665, 1.8494, 1.0491], [7.0148, 0.3564, 0.4094], [5.7570, 0.2617, 1.6557], [-5.4616, -2.2979, 8.3177], [-4.1612, -2.3428, 7.5604], [-3.1807, -2.8783, 8.0204], [-4.1264, -1.6919, 6.2000], [-5.3389, -2.8027, 9.2750], [-5.7500, -1.2611, 8.5022], [-6.2417, -2.8081, 7.7494], [-4.3538, -0.6275, 6.2910], [-4.8466, -2.1769, 5.5372], [-3.1284, -1.8020, 5.7737], [-6.0614, 3.3046, 3.1696], [-5.6849, 4.7636, 3.1818], [-5.2920, 5.3138, 2.1765], [-5.8146, 5.5042, 4.4854], [-5.9177, 2.9029, 2.1656], [-5.4230, 2.7550, 3.8624], [-7.1104, 3.1862, 3.4470], [-5.1695, 5.0482, 5.2392], [-6.8527, 5.4870, 4.8219], [-5.5095, 6.5403, 4.3439], [7.1175, 6.7243, -0.0231], [6.3683, 5.4297, -0.1891], [6.8190, 4.5213, -0.8528], [5.0352, 5.3073, 0.5030], [8.0563, 6.6714, -0.5734], [6.5247, 7.5508, -0.4190], [7.3383, 6.8940, 1.0323], [4.3511, 6.0716, 0.1300], [5.1646, 5.4148, 1.5816], [4.6089, 4.3247, 0.2970], [2.6840, -4.2448, -9.0651], [2.1528, -3.3673, -7.9632], [1.0872, -3.5971, -7.4325], [2.9978, -2.1926, -7.5457], [1.9744, -5.0482, -9.2610], [2.8124, -3.6596, -9.9774], [3.6371, -4.6837, -8.7647], [3.1400, -1.5173, -8.3913], [3.9645, -2.5415, -7.1785], [2.4939, -1.6508, -6.7452], [-0.2961, -5.6986, -1.2251], [-1.4668, -6.5796, -1.5730], [-1.9692, -6.5497, -2.6749], [-1.9882, -7.4978, -0.4988], [-0.0304, -5.0950, -2.0921], [-0.5642, -5.0331, -0.4017], [0.5630, -6.3119, -0.9487], [-2.3293, -6.9130, 0.3577], [-1.2047, -8.1918, -0.1897], [-2.8292, -8.0703, -0.8894]]}



{"formula": "C6H15IO2Si", "method": "ωB97M-V with the def2-TZVPD basis set", "multiplicity": 3, "s2": 2.02, "species": ["C", "C", "C", "C", "C", "C", "O", "O", "Si", "I", "H", "H", "H", "H", "H", "H", "H", "H", "H", "H", "H", "H", "H", "H", "H"], "coordinates": [[-2.6406, -0.6115, 0.6843], [-1.9034, 1.7559, 1.5205], [1.4435, -2.3918, -0.1392], [2.2834, 1.4126, 0.8582], [0.9589, 0.0967, -4.7384], [-1.4840, 0.1935, 1.2274], [1.0761, -1.1999, 0.5916], [0.9770, 1.3754, 0.4391], [0.1328, 0.0460, 0.1229], [-0.1536, 0.2248, -2.4734], [-3.5191, -0.3746, 1.2997], [-2.8788, -0.5846, -0.3748], [-2.3632, -1.6186, 0.9736], [-2.6375, 1.7122, 2.4490], [-2.3776, 2.1554, 0.7201], [-1.0918, 2.3984, 1.6254], [1.3935, -3.1131, 0.6945], [2.5107, -2.3437, -0.6226], [0.7506, -2.7139, -0.9877], [2.3162, 1.6365, 1.9303], [2.8664, 2.1673, 0.2588], [2.8024, 0.3299, 0.7511], [1.9485, 0.4868, -4.3409], [0.8165, -1.0409, -4.6814], [-1.2269, 0.0011, 2.2120]]}



| no. | DFT total energy (Eh) |
| --- | --- |
| 1 | -922.3136 |
| 2 | -2766.9631 |
| 3 | -5217.4967 |
| 4 | -2207.8842 |
| 5 | -1552.3736 |
| 6 | -287.5750 |
| 7 | -4848.0886 |
| 8 | -975.1404 |